DFT (ωB97M-V/def2-TZVPD) results for a structure of composition C57H60As2N3O9RbSSb at a distorted geometry.

The geometry in XYZ format:
```
134
C57H60As2N3O9RbSSb, DFT ωB97M-V/def2-TZVPD
Rb -0.37074 -0.27617 0.94848
C 2.12195 5.01052 -0.10224
C 0.96784 5.10623 0.86003
As 0.91310 3.51439 2.14871
C 2.37390 4.10060 3.33375
C 2.23302 5.21287 4.12886
C 3.26787 5.61689 4.99404
C 4.43156 4.85373 5.02338
C 4.51518 3.63611 4.33333
C 3.51341 3.31347 3.40631
C -0.59014 4.10313 3.29159
C -1.76984 4.75134 2.75730
C -2.92360 4.91381 3.51860
C -2.95207 4.55262 4.86384
C -1.84274 3.83740 5.37417
C -0.70016 3.70405 4.64404
As 1.88025 3.34010 -1.41042
C 0.37351 4.30568 -2.42229
C 0.35092 5.62112 -2.88032
C -0.72232 6.13782 -3.65032
C -1.82230 5.30408 -3.85493
C -1.80879 3.94451 -3.46674
C -0.64987 3.47129 -2.84054
C 3.37521 4.06607 -2.63130
C 3.20870 3.88459 -4.00004
C 4.16858 4.34713 -4.89885
C 5.41132 4.69103 -4.40573
C 5.56443 4.90248 -3.04057
C 4.55541 4.53941 -2.15249
H 3.07456 4.84332 0.40235
H 2.22112 5.88455 -0.73545
H 0.01900 5.04801 0.35388
H 1.06748 5.97115 1.51119
H 1.28537 5.80029 4.02101
H 3.20863 6.48007 5.64670
H 5.31225 5.17975 5.58951
H 5.33190 2.93822 4.45540
H 3.46976 2.37474 2.90148
H -1.72724 4.99935 1.68968
H -3.80161 5.30639 3.00040
H -3.80433 4.72145 5.53504
H -1.94905 3.42467 6.37823
H 0.20173 3.28361 5.04726
H 1.20231 6.24824 -2.68621
H -0.76258 7.20199 -3.89309
H -2.72594 5.75715 -4.22985
H -2.68017 3.32841 -3.68946
H -0.55725 2.39230 -2.52026
H 2.29999 3.41439 -4.38104
H 3.89514 4.44814 -5.95871
H 6.17567 4.94377 -5.09224
H 6.52106 5.30844 -2.71854
H 4.72057 4.69641 -1.06532
O 2.43557 -0.64973 2.42737
H 3.18248 -0.43287 1.84816
H 2.72549 -0.62648 3.37095
O -1.61788 2.09041 0.40041
H -2.38316 1.59307 0.81814
H -2.10071 2.62742 -0.29175
O 3.84400 0.28130 0.19354
H 4.58263 0.65574 -0.28517
H 3.09725 0.29296 -0.43308
O -1.20238 0.06299 3.67666
H -1.99379 0.62974 3.71184
H -0.59156 0.44834 4.35732
O -1.15022 -2.75879 2.62165
H -1.02278 -1.91158 3.12316
H -1.49016 -3.34982 3.31986
O 1.85598 1.32461 -3.04296
N 1.31207 0.34775 -2.51912
O 1.31104 0.21268 -1.25996
O -3.53702 1.03301 3.35589
C -4.15470 0.63072 2.32196
O -3.71367 0.58603 1.12765
C -5.55973 0.14975 2.58664
C -5.99785 0.04467 3.93890
C -7.34322 -0.14742 4.26555
C -8.23263 -0.46512 3.21047
C -7.83460 -0.47612 1.86051
C -6.48627 -0.20233 1.56206
H -5.29038 0.38055 4.71142
H -7.72256 -0.19118 5.24804
H -9.20484 -0.75074 3.46643
H -8.50155 -0.77646 1.01620
H -6.10273 -0.22056 0.49755
N -6.27765 -5.29045 -1.05782
C -5.86483 -4.37161 -1.96649
S -6.72742 -4.11371 -3.41004
C -4.66292 -3.61222 -1.58681
C -4.07496 -2.71566 -2.47170
C -2.98954 -1.98343 -2.05107
N -2.39527 -2.05982 -0.85758
C -2.91963 -2.95466 -0.02082
C -4.07854 -3.70936 -0.32078
H -7.12060 -5.82138 -1.26622
H -5.79873 -5.41413 -0.18447
H -4.40818 -2.67798 -3.49847
H -2.68031 -1.14663 -2.64327
H -2.38520 -3.09810 0.90953
H -4.46073 -4.37601 0.43329
C 1.13165 -7.03349 2.48727
C 1.23423 -5.68320 2.63969
C 1.65042 -4.81995 1.62152
C 1.94265 -5.33113 0.36426
C 1.94021 -6.73582 0.24263
C 1.58407 -7.58691 1.29325
Sb 2.08056 -3.90730 -1.33988
C 3.94940 -4.60569 -2.19165
C 5.07854 -3.83480 -1.99080
C 6.25999 -4.16886 -2.66283
C 6.31282 -5.35347 -3.43246
C 5.15438 -6.11162 -3.61283
C 3.96669 -5.72136 -3.01916
C 0.83553 -4.80617 -2.97621
C 1.20055 -4.35405 -4.27321
C 0.35869 -4.59236 -5.36209
C -0.71107 -5.45491 -5.26968
C -1.03391 -5.94914 -3.96308
C -0.31801 -5.57055 -2.87663
H 0.67153 -7.65037 3.28903
H 1.00215 -5.19619 3.59041
H 1.76658 -3.74697 1.83696
H 2.28911 -7.20154 -0.68417
H 1.72906 -8.67023 1.10170
H 5.04291 -3.04902 -1.23848
H 7.13602 -3.52205 -2.51115
H 7.24432 -5.60943 -3.87295
H 5.18257 -7.00612 -4.20899
H 3.08625 -6.33695 -3.11365
H 2.13973 -3.80914 -4.37733
H 0.58710 -3.97806 -6.27954
H -1.25719 -5.76817 -6.14427
H -1.92447 -6.57115 -3.84951
H -0.65268 -5.85231 -1.86125
```

Output
* net charge: -1
* energy relative to the best compared isomer or geometry (same formula, charge and spin): 0.000 eV
* E_LUMO: 1.25 eV
* HOMO-LUMO gap: 5.8 eV
* HOMO energy: -4.587 eV

---

DFT (ωB97M-V/def2-TZVPD) results for a structure of composition C57H60BrN7O2P2SSeW at a distorted geometry.

The geometry in XYZ format:
```
132
C57H60BrN7O2P2SSeW, DFT ωB97M-V/def2-TZVPD
W -0.34200 -0.18710 -0.40970
C -4.75580 -0.14330 -7.18320
C -3.60320 0.24950 -6.32040
C -2.87240 1.41170 -6.56950
C -1.82980 1.79280 -5.74090
C -1.51250 1.00240 -4.65240
C -2.20760 -0.16430 -4.39830
C -3.24580 -0.53900 -5.23090
S -0.26260 1.45640 -3.47890
O 0.04320 2.84960 -3.53490
O 0.85130 0.53290 -3.50190
N -0.96430 1.04680 -2.04250
C -1.76910 1.90720 -1.38030
C -2.26270 3.14670 -1.80390
C -3.07860 3.83680 -0.93190
C -3.41220 3.27160 0.30310
C -2.89140 2.04290 0.64160
N -2.06450 1.37480 -0.17110
H -5.46720 0.67590 -7.25990
H -5.27090 -1.01070 -6.77930
H -4.41390 -0.38110 -8.18860
H -3.12760 2.02690 -7.41920
H -1.26780 2.69540 -5.92180
H -1.92590 -0.76920 -3.54300
H -3.78390 -1.45430 -5.04080
H -1.96090 3.54170 -2.76040
H -3.46060 4.80800 -1.20340
H -4.04530 3.79590 0.99990
H -3.08030 1.58250 1.60180
C 4.58920 1.16740 4.49600
C 3.33140 0.47290 4.09850
C 2.54020 -0.20560 5.02440
C 1.39450 -0.86730 4.61110
C 1.11500 -0.83400 3.26120
Br -0.40870 -1.81030 2.57970
N 1.82610 -0.20160 2.35550
C 2.90450 0.45190 2.77150
H 4.72590 1.15050 5.57380
H 4.57980 2.20010 4.15380
H 5.44390 0.67550 4.03320
H 2.80770 -0.22520 6.07040
H 0.76230 -1.40160 5.30220
H 3.45730 0.98170 2.00610
C 2.90290 -0.65660 -1.81650
N 2.11190 -1.89310 -1.60650
P 0.59030 -1.84830 -2.50930
C 1.21620 -2.00060 -4.23860
C 0.31690 -2.02290 -5.30020
C 0.76560 -2.23450 -6.59240
C 2.10900 -2.45870 -6.83900
C 3.00080 -2.47600 -5.78180
C 2.55860 -2.25350 -4.49020
C 0.15640 -3.63600 -2.56170
C -1.16970 -4.01220 -2.73200
C -1.48820 -5.34030 -2.96110
C -0.48770 -6.29270 -3.02880
C 0.83830 -5.91730 -2.87530
C 1.16030 -4.59230 -2.66380
P 1.61270 -2.00370 0.06510
C 3.22110 -2.22040 0.96260
C 3.14590 -2.72300 2.26530
C 4.28380 -2.90020 3.02760
C 5.53470 -2.63890 2.48860
C 5.62750 -2.23660 1.17000
C 4.48420 -2.01720 0.41610
C 1.13280 -3.77910 0.21740
C 2.11150 -4.77020 0.29180
C 1.75140 -6.09180 0.47460
C 0.41650 -6.44720 0.56670
C -0.56280 -5.47680 0.44080
C -0.20470 -4.15160 0.27930
H 3.87320 -0.91540 -2.24200
H 3.06520 -0.11520 -0.87650
H 2.42200 0.00890 -2.53340
H -0.74030 -1.87800 -5.13120
H 0.06360 -2.23140 -7.41240
H 2.45170 -2.62850 -7.84740
H 4.04850 -2.66300 -5.96170
H 3.27250 -2.29250 -3.68610
H -1.96350 -3.27500 -2.67560
H -2.51890 -5.63340 -3.08530
H -0.73790 -7.32800 -3.20170
H 1.62100 -6.65780 -2.93120
H 2.19200 -4.29080 -2.56290
H 2.18910 -3.00730 2.68100
H 4.19980 -3.27120 4.03710
H 6.42360 -2.78160 3.08370
H 6.59500 -2.10370 0.70800
H 4.61960 -1.72240 -0.60710
H 3.15670 -4.51750 0.20840
H 2.51850 -6.84650 0.54620
H 0.14450 -7.47670 0.73320
H -1.60760 -5.74140 0.46660
H -0.98440 -3.39990 0.19140
C -4.61300 -1.85000 2.06090
N -4.90080 -0.87370 1.04370
C -6.03060 -0.10830 1.03470
C -6.03020 0.61000 -0.11480
N -4.90080 0.27160 -0.80440
C -4.61690 0.75700 -2.12780
C -4.19460 -0.61620 -0.07310
Se -2.59460 -1.53490 -0.57260
H -5.25040 -2.72390 1.91300
H -4.81660 -1.41860 3.03960
H -3.57520 -2.17310 2.00160
H -6.75110 -0.13260 1.82580
H -6.73730 1.31930 -0.49520
H -4.68070 1.84580 -2.14710
H -5.34220 0.35060 -2.83640
H -3.62040 0.44910 -2.43820
C -2.17140 3.52250 3.78010
N -2.12720 2.12290 3.39920
C -2.87120 1.30570 4.34680
C -0.78770 1.57250 3.21630
C 0.05140 2.13990 2.09150
C 0.69480 3.35660 2.30990
C 1.46710 3.95550 1.33330
C 1.67580 3.29850 0.13300
C 1.11600 2.04550 -0.05100
C 0.28510 1.42120 0.89940
H -3.21190 3.79870 3.94510
H -1.77570 4.13350 2.96830
H -1.61120 3.73470 4.70350
H -2.51340 1.40770 5.38030
H -2.80390 0.25200 4.06560
H -3.91460 1.61420 4.31860
H -0.97050 0.52430 2.99990
H -0.20230 1.64280 4.15370
H 0.57680 3.84720 3.26530
H 1.90830 4.92400 1.50620
H 2.25970 3.75620 -0.64960
H 1.32090 1.53990 -1.01410
```

Output
* net charge: +2
* E_LUMO (alpha / beta): -6.23 / -6.23 eV
* HOMO-LUMO gap (alpha / beta): 6.2 / 6.2 eV
* HOMO energy (alpha / beta): -12.387 / -12.387 eV

---

DFT (ωB97M-V/def2-TZVPD) results for a structure of composition C57H61N2OP3Pb.

The geometry in XYZ format:
```
125
C57H61N2OP3Pb, DFT ωB97M-V/def2-TZVPD
Pb 0.04127 -0.34520 -0.16365
O 0.43400 3.03990 -2.69699
C 0.81426 4.18920 -2.03938
C 1.44651 5.23499 -2.70333
C 1.78314 6.38511 -2.01082
C 1.50624 6.49552 -0.65366
C 0.96060 5.41514 0.01223
C 0.63084 4.23298 -0.65791
P 0.22312 2.76001 0.37486
C -1.34255 3.21343 1.18739
C -1.72257 2.67450 2.41767
C -2.97354 2.95637 2.95088
C -3.86509 3.76245 2.25687
C -3.50489 4.28293 1.02124
C -2.25244 4.01196 0.49030
C 1.53455 2.90517 1.65021
C 2.82014 2.56197 1.22869
C 3.91124 2.73049 2.06674
C 3.72622 3.22453 3.35268
C 2.45061 3.55151 3.78835
C 1.35934 3.40092 2.93952
C -0.38415 3.03462 -3.81130
C -0.73155 4.16724 -4.53390
C -1.53683 4.03263 -5.65748
C -2.00525 2.79545 -6.06851
C -1.69007 1.67899 -5.31446
C -0.88773 1.77994 -4.18172
P -0.61824 0.39295 -3.05257
C 0.11778 -0.99415 -3.98086
C 1.47205 -1.24247 -3.74834
C 2.13509 -2.26851 -4.41302
C 1.44004 -3.06816 -5.30742
C 0.08793 -2.83876 -5.54130
C -0.56798 -1.80925 -4.88449
C -2.29332 -0.15760 -2.60670
C -2.56738 -1.48073 -2.24655
C -3.80087 -1.82475 -1.70098
C -4.76722 -0.85186 -1.49541
C -4.49606 0.47133 -1.82658
C -3.26819 0.81799 -2.36955
H 1.69010 5.13671 -3.75138
H 2.27090 7.19692 -2.53426
H 1.74781 7.40173 -0.11558
H 0.81434 5.47283 1.08421
H -1.03994 2.03905 2.97444
H -3.24792 2.55344 3.91831
H -4.83567 3.98837 2.67848
H -4.19515 4.91220 0.47505
H -1.97382 4.44114 -0.46460
H 2.97666 2.20646 0.21319
H 4.90733 2.49665 1.71221
H 4.57684 3.37261 4.00506
H 2.30361 3.95427 4.78221
H 0.37910 3.70580 3.28283
H -0.40773 5.15033 -4.23578
H -1.79848 4.92058 -6.21803
H -2.62543 2.70690 -6.94961
H -2.09921 0.71415 -5.58989
H 2.02381 -0.59647 -3.07048
H 3.19188 -2.43299 -4.24595
H 1.95038 -3.86577 -5.83107
H -0.45076 -3.45689 -6.24761
H -1.62043 -1.63952 -5.07919
H -1.82504 -2.25304 -2.41787
H -4.01255 -2.85834 -1.45717
H -5.73215 -1.12208 -1.08716
H -5.24909 1.23325 -1.67238
H -3.07171 1.85111 -2.63442
C 4.92566 -0.11099 5.40121
C 4.95233 -1.29387 4.42139
C 6.34881 -1.40281 3.81175
C 4.63036 -2.59538 5.17375
C 3.88614 -1.07864 3.35519
C 4.15510 -1.07853 1.99182
C 3.11892 -0.88433 1.09985
N 1.85241 -0.70646 1.47560
C 1.56248 -0.71518 2.79034
C 2.55420 -0.89338 3.73250
C 0.11917 -0.57112 3.17049
C -0.29792 -0.48817 4.48212
C -1.65671 -0.41097 4.80152
C -2.55483 -0.43241 3.74186
C -2.07278 -0.48417 2.44777
N -0.77174 -0.54875 2.16391
C -2.08258 -0.32605 6.26154
C -1.34857 0.84338 6.93516
C -3.58913 -0.11060 6.39849
C -1.69837 -1.64667 6.95053
H 5.68895 -0.25574 6.16648
H 3.96419 -0.01722 5.90919
H 5.13232 0.82998 4.88877
H 7.08088 -1.51368 4.61143
H 6.61781 -0.50853 3.24459
H 6.44397 -2.27328 3.15915
H 5.40718 -2.79062 5.91400
H 4.59253 -3.44703 4.49176
H 3.67704 -2.53592 5.70237
H 5.15612 -1.21883 1.61106
H 3.31231 -0.87278 0.03165
H 2.30120 -0.90988 4.78139
H 0.42836 -0.48025 5.27999
H -3.62218 -0.38218 3.90188
H -2.75313 -0.45374 1.60239
H -1.55074 1.78793 6.42438
H -0.26813 0.69490 6.96313
H -1.68959 0.94024 7.96599
H -3.92430 0.78708 5.87290
H -3.83851 0.01503 7.45184
H -4.16005 -0.96433 6.02787
H -0.62081 -1.82045 6.91891
H -2.19720 -2.49594 6.48008
H -2.00001 -1.61563 7.99835
C -0.93333 -4.68082 -0.82981
P 0.21289 -3.49106 -0.06317
C 1.83153 -4.08531 -0.65874
C 0.21885 -4.03539 1.68115
H -0.63374 -5.70066 -0.58238
H -0.92992 -4.56526 -1.91464
H -1.94748 -4.50990 -0.46703
H 1.97495 -5.13592 -0.40043
H 2.63850 -3.50161 -0.21231
H 1.88777 -3.97182 -1.74299
H 0.44009 -5.10196 1.74986
H -0.75550 -3.84721 2.13510
H 0.97340 -3.48475 2.24637
```

Output
* net charge: +2
* energy relative to the best compared isomer or geometry (same formula, charge and spin): 0.000 eV
* E_LUMO: -5.31 eV
* HOMO-LUMO gap: 7.1 eV
* HOMO energy: -12.386 eV

---

Number 1: energy -8183.50936 hartree. Number 2: energy -8864.69478 hartree. Number 3: energy -3609.92764 hartree.